Model w:
Here is a 2-piece molecular cluster, C5H8N overall from the OMol25 dataset. Energies are from ωB97M-V/def2-TZVPD.

## Properties
Charge: +1
E_HOMO (spin up / spin down): -0.479 / -0.479 Ha

Each atom is followed by the atoms it is bonded to, with distances in Å.
CARTESIAN COORDINATES (ANGSTROEM)
1 C -1.565 0.425 -0.260  C2 1.327, C3 1.541, C5 1.396
2 C -2.155 1.580 0.021  C1 1.327, H7 1.068, H8 1.101
3 C -1.388 -0.903 0.502  C1 1.541, C5 1.478, H9 1.002, H10 1.084
4 C 1.863 -0.337 0.033  N6 1.310, H12 1.028
5 C -0.804 -0.601 -0.822  C1 1.396, C3 1.478, H11 1.147
6 N 3.081 0.146 0.046  C4 1.310, H13 1.031, H14 1.016
7 H -1.908 2.402 -0.616  C2 1.068
8 H -2.918 1.705 0.805  C2 1.101
9 H -0.935 -0.901 1.396  C3 1.002
10 H -1.947 -1.823 0.626  C3 1.084
11 H -0.494 -1.138 -1.787  C5 1.147
12 H 1.869 -1.364 0.012  C4 1.028
13 H 3.997 -0.324 0.089  N6 1.031
14 H 3.305 1.133 -0.045  N6 1.016

The net atomic charges from natural (NBO), expressed in e, are: number 1, C, carries -0.104; number 2, C, carries -0.150; number 3, C, carries -0.469; number 4, C, carries 0.002; number 5, C, carries 0.184; number 6, N, carries -0.689; number 7, H, carries 0.232; number 8, H, carries 0.250; number 9, H, carries 0.267; number 10, H, carries 0.265; number 11, H, carries 0.290; number 12, H, carries 0.123; number 13, H, carries 0.400; number 14, H, carries 0.401

=====

Model x:
Here is an isolated ion of composition C5H8N and charge +1 from the OMol25 dataset. Energies are from ωB97M-V/def2-TZVPD.

## Properties
Charge: +1
SMILES: C#[N+]C1(C)CC1
E_HOMO: -0.561 Ha

Each atom is followed by the atoms it is bonded to, with distances in Å.
CARTESIAN COORDINATES (ANGSTROEM)
1 C 2.514 0.181 0.081  N6 1.145, H7 1.116
2 C -0.703 1.049 0.735  C3 1.509, C4 1.597, H8 1.154, H9 1.118
3 C -0.739 0.929 -0.768  C2 1.509, C4 1.485, H10 1.029, H11 1.012
4 C -0.064 -0.184 -0.054  C2 1.597, C3 1.485, C5 1.487, N6 1.471
5 C -0.496 -1.608 -0.039  C4 1.487, H12 1.138, H13 1.038, H14 1.042
6 N 1.397 -0.014 -0.074  C1 1.145, C4 1.471
7 H 3.497 0.661 0.303  C1 1.116
8 H -0.020 1.906 1.097  C2 1.154
9 H -1.651 0.770 1.258  C2 1.118
10 H -1.633 0.634 -1.184  C3 1.029
11 H -0.344 1.650 -1.360  C3 1.012
12 H -0.254 -2.168 -0.999  C5 1.138
13 H -1.461 -1.572 0.342  C5 1.038
14 H -0.045 -2.234 0.661  C5 1.042

The net atomic charges from natural (NBO), expressed in e, are: number 1, C, carries 0.400; number 2, C, carries -0.373; number 3, C, carries -0.404; number 4, C, carries 0.096; number 5, C, carries -0.631; number 6, N, carries -0.161; number 7, H, carries 0.318; number 8, H, carries 0.255; number 9, H, carries 0.261; number 10, H, carries 0.243; number 11, H, carries 0.246; number 12, H, carries 0.251; number 13, H, carries 0.253; number 14, H, carries 0.246

=====

model x is preferred energetically. Next in line: 87.4 kcal/mol higher.

=====

Model w:
Here is a 2-piece molecular cluster, C5H8N overall from the OMol25 dataset. Energies are from ωB97M-V/def2-TZVPD.

## Properties
Charge: +1
E_HOMO (spin up / spin down): -0.555 / -0.465 Ha

Each atom is followed by the atoms it is bonded to, with distances in Å.
CARTESIAN COORDINATES (ANGSTROEM)
1 C 0.795 -4.112 -0.660  N6 1.200, H7 1.056, H8 1.066
2 C -0.137 0.069 0.808  C5 1.355, H9 1.065
3 C -0.177 1.966 -0.558  C4 1.485, C5 1.518, H10 1.094, H11 1.056
4 C -0.971 2.537 0.560  C3 1.485, C5 1.728, H12 1.043, H13 1.072
5 C 0.277 1.359 0.757  C2 1.355, C3 1.518, C4 1.728, H14 1.099
6 N 0.689 -2.921 -0.772  C1 1.200
7 H 0.641 -4.626 -1.570  C1 1.056
8 H 1.325 -4.680 0.069  C1 1.066
9 H -0.744 -0.638 0.293  C2 1.065
10 H -0.747 1.244 -1.150  C3 1.094
11 H 0.569 2.565 -1.004  C3 1.056
12 H -0.628 3.324 1.151  C4 1.043
13 H -1.957 2.132 0.680  C4 1.072
14 H 1.066 1.780 1.397  C5 1.099

The net atomic charges from natural (NBO), expressed in e, are: number 1, C, carries -0.194; number 2, C, carries 0.356; number 3, C, carries -0.353; number 4, C, carries -0.147; number 5, C, carries -0.427; number 6, N, carries -0.231; number 7, H, carries 0.215; number 8, H, carries 0.217; number 9, H, carries 0.221; number 10, H, carries 0.260; number 11, H, carries 0.277; number 12, H, carries 0.253; number 13, H, carries 0.249; number 14, H, carries 0.304

=====

Model x:
Here is a 2-piece molecular cluster, C5H8N overall from the OMol25 dataset. Energies are from ωB97M-V/def2-TZVPD.

## Properties
Charge: +1
E_HOMO: -0.566 Ha

Each atom is followed by the atoms it is bonded to, with distances in Å.
CARTESIAN COORDINATES (ANGSTROEM)
1 C 1.922 -1.805 -0.478  C4 1.445, N6 1.221, H7 1.074
2 C 1.204 1.630 0.472  C3 1.208, H8 1.088
3 C 1.398 0.461 0.238  C2 1.208, N6 1.309
4 C 1.091 -2.100 0.667  C1 1.445, N6 1.456, H10 1.028, H11 1.130
5 C -2.558 1.388 -0.583  H9 1.131, H12 1.020, H13 1.043, H14 1.129
6 N 1.382 -0.830 0.017  C1 1.221, C3 1.309, C4 1.456
7 H 2.781 -2.214 -0.976  C1 1.074
8 H 1.529 2.652 0.657  C2 1.088
9 H -2.511 1.026 -1.652  C5 1.131
10 H 0.151 -2.512 0.722  C4 1.028
11 H 1.569 -2.377 1.652  C4 1.130
12 H -3.305 0.840 -0.155  C5 1.020
13 H -1.744 1.382 0.069  C5 1.043
14 H -2.909 2.459 -0.649  C5 1.129

The net atomic charges from natural (NBO), expressed in e, are: number 1, C, carries 0.308; number 2, C, carries 0.011; number 3, C, carries 0.051; number 4, C, carries -0.208; number 5, C, carries -0.858; number 6, N, carries -0.210; number 7, H, carries 0.282; number 8, H, carries 0.284; number 9, H, carries 0.222; number 10, H, carries 0.244; number 11, H, carries 0.237; number 12, H, carries 0.216; number 13, H, carries 0.194; number 14, H, carries 0.227

=====

Model y:
Here is an isolated ion of composition C5H8N and charge +1 from the OMol25 dataset. Energies are from ωB97M-V/def2-TZVPD.

## Properties
Charge: +1
SMILES: CC1=C[C@@H]1C=[NH2+]
E_HOMO: -0.512 Ha

Each atom is followed by the atoms it is bonded to, with distances in Å.
CARTESIAN COORDINATES (ANGSTROEM)
1 C 0.875 -1.266 1.183  C2 1.330, C3 1.817, H13 1.011
2 C 0.937 -0.346 0.225  C1 1.330, C3 1.585, C5 1.478
3 C -0.346 0.073 1.056  C1 1.817, C2 1.585, C4 1.422, H7 1.098
4 C -1.567 0.327 0.372  C3 1.422, N6 1.295, H8 1.097
5 C 1.786 0.138 -0.883  C2 1.478, H9 1.112, H10 1.138, H11 1.168
6 N -1.926 0.388 -0.870  C4 1.295, H12 0.966, H14 1.077
7 H -0.242 0.431 2.089  C3 1.098
8 H -2.279 0.871 1.005  C4 1.097
9 H 2.484 0.859 -0.403  C5 1.112
10 H 1.118 0.739 -1.581  C5 1.138
11 H 2.441 -0.632 -1.468  C5 1.168
12 H -2.767 0.643 -1.270  N6 0.966
13 H 0.821 -1.901 1.968  C1 1.011
14 H -1.334 -0.323 -1.423  N6 1.077

The net atomic charges from natural (NBO), expressed in e, are: number 1, C, carries 0.037; number 2, C, carries 0.050; number 3, C, carries -0.394; number 4, C, carries 0.226; number 5, C, carries -0.686; number 6, N, carries -0.662; number 7, H, carries 0.280; number 8, H, carries 0.228; number 9, H, carries 0.277; number 10, H, carries 0.244; number 11, H, carries 0.287; number 12, H, carries 0.438; number 13, H, carries 0.266; number 14, H, carries 0.410

=====

Model z:
Here is an isolated ion of composition C5H8N and charge +1 from the OMol25 dataset. Energies are from ωB97M-V/def2-TZVPD.

## Properties
Charge: +1
SMILES: C=C[N+](=C)C=C
E_HOMO: -0.547 Ha

Each atom is followed by the atoms it is bonded to, with distances in Å.
CARTESIAN COORDINATES (ANGSTROEM)
1 C -1.691 1.210 0.151  C2 1.327, H7 1.076, H8 1.079
2 C -1.494 -0.097 0.281  C1 1.327, N6 1.392, H9 1.084
3 C 0.121 -1.759 0.811  N6 1.269, H10 1.079, H11 1.084
4 C 2.148 0.707 -0.668  C5 1.372, H12 1.076, H13 1.074
5 C 0.883 0.177 -0.646  C4 1.372, N6 1.663, H14 1.084
6 N -0.223 -0.665 0.268  C2 1.392, C3 1.269, C5 1.663
7 H -2.682 1.628 0.193  C1 1.076
8 H -0.876 1.905 0.024  C1 1.079
9 H -2.297 -0.802 0.459  C2 1.084
10 H 1.149 -2.087 0.780  C3 1.079
11 H -0.611 -2.379 1.316  C3 1.084
12 H 2.830 0.683 0.164  C4 1.076
13 H 2.447 1.180 -1.584  C4 1.074
14 H 0.297 0.299 -1.549  C5 1.084

The net atomic charges from natural (NBO), expressed in e, are: number 1, C, carries -0.273; number 2, C, carries -0.095; number 3, C, carries 0.114; number 4, C, carries -0.318; number 5, C, carries -0.052; number 6, N, carries -0.261; number 7, H, carries 0.247; number 8, H, carries 0.227; number 9, H, carries 0.241; number 10, H, carries 0.235; number 11, H, carries 0.229; number 12, H, carries 0.234; number 13, H, carries 0.260; number 14, H, carries 0.212

=====

model z is preferred energetically. Next in line: 20.5 kcal/mol higher.

=====

Model w:
Here is one molecule with the formula CH5NO2 from the OMol25 dataset. Energies are from ωB97M-V/def2-TZVPD.

## Properties
Charge: 0
SMILES: NOCO
E_HOMO: -0.367 Ha

Each atom is followed by the atoms it is bonded to, with distances in Å.
CARTESIAN COORDINATES (ANGSTROEM)
1 C 0.899 0.048 -0.518  O3 1.406, O4 1.373, H8 1.096, H9 1.118
2 N -1.074 -0.289 0.712  O3 1.476, H6 1.019, H7 1.017
3 O 0.391 -0.466 0.688  C1 1.406, N2 1.476
4 O 0.445 1.318 -0.778  C1 1.373, H5 1.035
5 H -0.553 1.308 -0.507  O4 1.035
6 H -1.470 -1.223 0.611  N2 1.019
7 H -1.276 0.020 1.659  N2 1.017
8 H 1.989 0.053 -0.628  C1 1.096
9 H 0.649 -0.769 -1.239  C1 1.118

The net atomic charges from natural (NBO), expressed in e, are: number 1, C, carries 0.224; number 2, N, carries -0.562; number 3, O, carries -0.426; number 4, O, carries -0.722; number 5, H, carries 0.493; number 6, H, carries 0.352; number 7, H, carries 0.359; number 8, H, carries 0.175; number 9, H, carries 0.106

=====

Model x:
Here is a 2-piece molecular cluster, CH5NO2 overall from the OMol25 dataset. Energies are from ωB97M-V/def2-TZVPD.

## Properties
Charge: 0
SMILES: NC=O.O
E_HOMO: -0.376 Ha

Each atom is followed by the atoms it is bonded to, with distances in Å.
CARTESIAN COORDINATES (ANGSTROEM)
1 C 1.323 0.144 0.599  N2 1.361, O3 1.208, H4 1.096
2 N 0.634 1.243 0.188  C1 1.361, H5 1.008, H6 1.004
3 O 0.824 -0.770 1.211  C1 1.208
4 H 2.379 0.160 0.306  C1 1.096
5 H -0.363 1.144 0.305  N2 1.008
6 H 1.059 1.772 -0.552  N2 1.004
7 H -1.465 -1.210 -0.062  O9 0.965
8 H -2.485 -1.597 -1.138  O9 0.961
9 O -1.906 -0.884 -0.856  H7 0.965, H8 0.961

The net atomic charges from natural (NBO), expressed in e, are: number 1, C, carries 0.532; number 2, N, carries -0.818; number 3, O, carries -0.618; number 4, H, carries 0.104; number 5, H, carries 0.407; number 6, H, carries 0.394; number 7, H, carries 0.482; number 8, H, carries 0.472; number 9, O, carries -0.955

=====

model x is preferred energetically. Next in line: 60.8 kcal/mol higher.

=====

Model w:
Here is one molecule with the formula C6H9Br from the OMol25 dataset. Energies are from ωB97M-V/def2-TZVPD.

## Properties
Charge: 0
SMILES: CC1(C)C/C1=C\Br
E_HOMO: -0.340 Ha

Each atom is followed by the atoms it is bonded to, with distances in Å.
CARTESIAN COORDINATES (ANGSTROEM)
1 C -1.065 -0.038 -0.112  C2 1.462, C3 1.291, C4 1.451
2 C -0.384 -0.158 -1.399  C1 1.462, C4 1.521, H8 1.081, H9 1.081
3 C -2.090 0.055 0.668  C1 1.291, Br7 1.922, H10 1.078
4 C 0.385 -0.015 -0.094  C1 1.451, C2 1.521, C5 1.515, C6 1.516
5 C 1.137 -1.221 0.429  C4 1.515, H11 1.088, H12 1.088, H13 1.089
6 C 1.071 1.304 0.200  C4 1.516, H14 1.089, H15 1.090, H16 1.089
7 Br -3.904 0.007 0.035  C3 1.922
8 H -0.430 0.683 -2.077  C2 1.081
9 H -0.400 -1.117 -1.897  C2 1.081
10 H -2.040 0.161 1.740  C3 1.078
11 H 0.570 -2.135 0.265  C5 1.088
12 H 1.322 -1.117 1.496  C5 1.088
13 H 2.096 -1.312 -0.079  C5 1.089
14 H 0.624 2.110 -0.380  C6 1.089
15 H 2.130 1.243 -0.049  C6 1.090
16 H 0.979 1.550 1.257  C6 1.089

The net atomic charges from natural (NBO), expressed in e, are: number 1, C, carries -0.033; number 2, C, carries -0.430; number 3, C, carries -0.239; number 4, C, carries -0.065; number 5, C, carries -0.591; number 6, C, carries -0.591; number 7, Br, carries 0.002; number 8, H, carries 0.228; number 9, H, carries 0.229; number 10, H, carries 0.219; number 11, H, carries 0.215; number 12, H, carries 0.211; number 13, H, carries 0.210; number 14, H, carries 0.214; number 15, H, carries 0.211; number 16, H, carries 0.211

=====

Model x:
Here is a 2-piece molecular cluster, C6H9Br overall from the OMol25 dataset. Energies are from ωB97M-V/def2-TZVPD.

## Properties
Charge: 0
E_HOMO: -0.308 Ha

Each atom is followed by the atoms it is bonded to, with distances in Å.
CARTESIAN COORDINATES (ANGSTROEM)
1 C 1.668 0.640 1.154  C2 1.303, H8 1.042, H9 1.155
2 C 1.283 1.320 0.112  C1 1.303, C4 1.489, H10 1.080
3 C -0.263 1.622 -1.763  C4 1.359, H11 1.095, H12 1.062
4 C 0.537 0.779 -1.058  C2 1.489, C3 1.359, H13 1.100
5 C -2.275 -0.791 0.045  C6 1.544, Br7 1.865
6 C -1.813 -1.306 1.425  C5 1.544, H14 1.057, H15 1.049, H16 1.213
7 Br -3.657 0.461 0.052  C5 1.865
8 H 2.138 0.972 2.023  C1 1.042
9 H 1.387 -0.480 1.165  C1 1.155
10 H 1.536 2.367 0.030  C2 1.080
11 H -0.313 2.671 -1.453  C3 1.095
12 H -0.839 1.134 -2.511  C3 1.062
13 H 0.540 -0.212 -1.535  C4 1.100
14 H -1.029 -2.014 1.380  C6 1.057
15 H -2.644 -1.631 1.977  C6 1.049
16 H -1.106 -0.396 1.804  C6 1.213

The net atomic charges from natural (NBO), expressed in e, are: number 1, C, carries -0.380; number 2, C, carries -0.220; number 3, C, carries -0.369; number 4, C, carries -0.235; number 5, C, carries -0.013; number 6, C, carries -0.791; number 7, Br, carries 0.076; number 8, H, carries 0.202; number 9, H, carries 0.178; number 10, H, carries 0.203; number 11, H, carries 0.194; number 12, H, carries 0.209; number 13, H, carries 0.226; number 14, H, carries 0.228; number 15, H, carries 0.230; number 16, H, carries 0.263

=====

model w is preferred energetically. Next in line: 95.0 kcal/mol higher.